Formula: C23H38BeN2O5
Source: the Open Molecules 2025 dataset
Level of theory: the ωB97M-V functional and the def2-TZVPD basis

Last column: natural (NBO) charge in e.
Element x y z (Å)
Be -10.105 9.668 -14.552  1.57
C -13.605 6.822 -13.980  -0.65
C -13.494 8.404 -13.934  -0.06
O -12.270 8.813 -13.327  -0.97
H -12.991 6.225 -14.654  0.19
H -14.628 6.482 -14.139  0.19
H -13.366 6.285 -13.062  0.20
H -14.387 8.841 -13.488  0.13
H -13.408 8.804 -14.945  0.14
C -6.205 9.181 -16.308  -0.63
C -6.917 10.566 -16.431  -0.03
O -7.985 10.654 -15.488  -1.00
H -5.457 8.995 -17.078  0.19
H -6.821 8.299 -16.486  0.18
H -5.799 9.004 -15.312  0.19
H -7.235 10.588 -17.474  0.11
H -6.214 11.399 -16.396  0.14
N -9.823 7.377 -15.422  -0.51
C -10.350 6.321 -14.740  0.05
C -10.401 5.003 -15.150  -0.26
C -9.671 4.648 -16.324  -0.15
C -9.072 5.704 -17.040  -0.28
C -9.154 7.019 -16.545  0.04
H -10.705 6.465 -13.730  0.24
H -10.996 4.259 -14.640  0.23
H -9.556 3.619 -16.630  0.22
H -8.594 5.491 -17.985  0.23
H -8.880 7.916 -17.080  0.23
N -9.845 11.054 -12.196  -0.46
C -10.685 11.186 -11.129  0.04
C -10.368 11.636 -9.843  -0.26
C -8.978 11.749 -9.566  -0.17
C -8.100 11.649 -10.652  -0.27
C -8.593 11.384 -11.944  0.05
H -11.734 11.110 -11.378  0.21
H -11.060 11.690 -9.016  0.22
H -8.735 12.096 -8.573  0.21
H -7.045 11.854 -10.547  0.22
H -7.755 11.234 -12.608  0.23
C -11.286 10.623 -19.370  -0.73
C -11.362 9.739 -18.150  0.60
O -10.959 10.057 -17.041  -0.57
C -11.851 8.337 -18.244  -0.73
H -12.019 11.428 -19.334  0.25
H -11.236 9.981 -20.250  0.23
H -10.391 11.224 -19.208  0.26
H -11.405 7.725 -19.028  0.22
H -12.924 8.241 -18.405  0.24
H -11.702 7.858 -17.276  0.24
C -7.128 7.947 -10.738  -0.72
C -7.636 7.610 -12.139  0.62
O -8.568 8.275 -12.661  -0.57
C -6.999 6.446 -12.917  -0.74
H -6.152 8.422 -10.842  0.24
H -6.967 7.039 -10.157  0.23
H -7.789 8.679 -10.275  0.24
H -5.921 6.438 -13.078  0.24
H -7.388 6.523 -13.932  0.24
H -7.273 5.460 -12.543  0.23
C -11.406 14.088 -13.710  -0.73
C -11.949 12.741 -14.163  0.63
O -11.286 11.974 -14.802  -0.57
C -13.420 12.416 -13.891  -0.75
H -10.386 14.023 -14.089  0.24
H -11.331 14.228 -12.631  0.24
H -11.955 14.907 -14.174  0.23
H -13.576 11.437 -13.439  0.27
H -14.030 12.346 -14.792  0.24
H -13.934 13.088 -13.204  0.21

- HOMO level (eV) = -7.0
- charge = 0
- Kohn-Sham gap (eV) = 7.282
- ΔE to the lowest compared entry with this formula, charge and spin (kcal/mol) = 0.0
- E (eV) = -38079.5646